(1)
The following is a DFT calculation (ωB97M-V with the def2-TZVPD basis set) of 6 unconnected molecules or ions with the total composition C16H39N2O12P at a distorted geometry.

As for the SMILES: COC[C@]1(OC#N)OC(=O)O[C@H]1P(=N)(O)O.CCO.CCO.CCO.CCO.CCO. For the HOMO-LUMO gap, the calculation gives 9.80 eV. For the HOMO energy, the calculation gives -0.36083 Eh. For the LUMO energy, the calculation gives -0.02 eV. As for the multiplicity: 1.

Structure (XYZ):
```
70
Properties=species:S:1:pos:R:3:forces:R:3:nbo_charge:R:1
C -2.92272 3.50211 0.71523 -0.7 0.1 0.6 -0.281
O -2.91910 3.26532 -0.68812 0.5 -0.1 0.1 -0.514
C -1.66941 3.47884 -1.28268 -0.5 -0.5 -0.5 -0.124
C -0.51033 2.72637 -0.59339 1.5 0.2 -0.9 0.508
O -0.93156 1.45188 -0.06269 -0.4 0.2 0.4 -0.466
C -1.43404 0.72316 -1.02235 0.3 0.6 0.1 0.531
N -1.74537 0.15449 -1.97445 -0.2 -0.3 0.2 -0.385
O 0.11443 3.59228 0.33694 -0.5 -0.3 -0.1 -0.510
C 1.00143 4.35296 -0.42222 -0.3 0.0 0.5 0.975
O 1.17331 5.49748 -0.21379 0.6 0.1 0.0 -0.514
O 1.53779 3.60537 -1.42476 -1.2 0.4 0.6 -0.477
C 0.72426 2.42276 -1.48474 0.8 -0.7 -1.2 -0.300
P 1.89794 1.14950 -0.77530 0.8 -0.5 2.8 2.186
N 1.90134 1.20019 0.77860 -0.2 0.3 -0.8 -1.363
O 3.37270 1.46967 -1.38612 -1.5 -0.8 -0.7 -0.949
O 1.50732 -0.34548 -1.26935 0.1 0.9 -1.0 -1.003
H -2.44029 2.70244 1.27827 0.1 0.1 -0.1 0.200
H -2.49096 4.46723 0.99904 0.1 0.0 -0.3 0.175
H -3.96526 3.51509 1.03295 0.0 0.0 -0.2 0.210
H -1.74422 3.10016 -2.30653 -0.1 0.0 0.1 0.211
H -1.45009 4.55099 -1.34509 0.3 -0.1 0.2 0.203
H 0.47212 2.22600 -2.52804 0.0 0.1 0.0 0.243
H 2.81475 1.43118 1.14905 -0.1 0.0 0.2 0.396
H 3.75764 0.60486 -1.60167 0.3 0.2 -0.1 0.513
H 0.88124 -0.74983 -0.65352 0.1 0.0 0.2 0.531
C 1.55176 -1.90596 -5.16415 0.1 0.0 0.0 -0.633
C 0.74966 -2.95156 -4.41323 0.0 0.2 0.1 -0.062
O 1.46029 -3.42898 -3.27080 0.1 -0.2 0.0 -0.736
H 2.51018 -2.31794 -5.48251 0.0 0.0 0.0 0.212
H 1.01119 -1.55406 -6.04387 0.0 0.0 0.0 0.216
H 1.76201 -1.04817 -4.52011 -0.1 0.0 0.0 0.195
H 0.55613 -3.81456 -5.04803 0.0 -0.1 0.1 0.179
H -0.21118 -2.53685 -4.09227 0.0 0.0 -0.1 0.166
H 1.62551 -2.67265 -2.69984 0.0 0.1 0.0 0.465
C -4.39960 -2.12314 -1.04411 0.0 0.0 0.0 -0.634
C -5.65939 -1.57814 -0.39879 0.1 0.2 -0.3 -0.060
O -5.52900 -0.19092 -0.09552 0.0 -0.1 0.1 -0.722
H -3.54304 -1.97391 -0.38589 0.0 0.0 0.0 0.209
H -4.49482 -3.18878 -1.26014 0.0 0.0 0.0 0.211
H -4.18522 -1.59714 -1.97705 0.0 0.0 0.0 0.205
H -5.86121 -2.08793 0.54198 0.0 0.1 0.0 0.177
H -6.52213 -1.72306 -1.05802 0.0 -0.1 0.0 0.153
H -5.36118 0.27600 -0.91995 0.0 0.0 0.0 0.461
C -0.53149 5.29637 4.34481 -0.1 0.0 0.0 -0.635
C -0.30173 3.79793 4.27133 0.1 0.1 -0.2 -0.060
O -0.99048 3.22043 3.16610 -0.1 0.0 0.2 -0.733
H -1.59710 5.51303 4.43206 0.0 0.0 0.1 0.209
H -0.01380 5.73215 5.20076 0.0 0.0 0.0 0.212
H -0.17186 5.78667 3.43639 0.1 0.0 0.0 0.201
H -0.67694 3.30785 5.16829 0.0 -0.1 0.0 0.180
H 0.76754 3.57804 4.18281 0.0 0.0 0.1 0.157
H -0.65732 3.63634 2.36432 0.1 0.0 0.0 0.470
C 4.46134 -4.60949 -0.79457 0.0 0.1 0.0 -0.637
C 3.45976 -5.60463 -0.23725 -0.1 0.1 -0.3 -0.059
O 2.14694 -5.05524 -0.20229 0.0 0.1 0.1 -0.728
H 4.46640 -3.70014 -0.19117 0.0 0.0 0.1 0.206
H 5.46898 -5.02856 -0.80609 0.0 0.0 0.0 0.211
H 4.19180 -4.32486 -1.81483 0.0 -0.1 0.0 0.204
H 3.71759 -5.87382 0.78621 -0.1 0.0 0.0 0.175
H 3.45315 -6.51790 -0.84159 0.1 0.0 0.1 0.156
H 1.90573 -4.82512 -1.10763 -0.1 0.0 0.0 0.473
C 1.69348 -2.40466 3.07444 0.0 -0.1 0.0 -0.641
C 0.32217 -2.12876 3.66221 0.1 0.4 -0.2 -0.057
O 0.26605 -0.84632 4.28088 0.0 -0.1 0.1 -0.725
H 2.45621 -2.34967 3.85236 0.0 0.0 0.0 0.208
H 1.72967 -3.39326 2.61184 0.0 0.0 0.0 0.219
H 1.94517 -1.65626 2.31790 0.0 0.0 0.0 0.201
H 0.07869 -2.86240 4.42940 0.0 0.1 0.1 0.174
H -0.44654 -2.18018 2.88241 0.0 -0.2 0.0 0.149
H 0.46370 -0.18480 3.60795 0.0 0.0 0.0 0.470
```
Forces are in eV/Å.

***

(2)
The following is a DFT calculation (ωB97M-V with the def2-TZVPD basis set) of a molecular structure, C34H57N3O2SiTm at a distorted geometry.

For the HOMO-LUMO gap (alpha / beta), the calculation gives 8.37 / 8.41 eV. Its charge is +1. For the HOMO energy (alpha / beta), the calculation gives -0.40596 / -0.40624 Eh. For the LUMO energy (alpha / beta), the calculation gives -2.68 / -2.64 eV. Its energy relative to the best compared isomer or geometry (same formula, charge and spin) is 0.0 kcal/mol. As for the multiplicity: 3.

Structure (XYZ):
```
98
Properties=species:S:1:pos:R:3:forces:R:3:mulliken_spin:R:1
O 1.07237 0.61255 -1.12197 0.7 -0.1 -0.4 -0.016
O -0.71952 -2.77548 -2.79517 0.0 -0.5 -0.2 0.000
C 1.11262 1.32612 -2.42947 -0.1 -0.6 0.6 0.000
C 2.40066 2.07911 -2.61090 0.1 0.2 -0.1 0.000
H 0.23530 1.97643 -2.39386 0.1 -0.1 0.0 0.000
H 0.95420 0.56016 -3.19423 0.0 0.2 0.1 0.000
H 2.60560 2.76590 -1.78264 -0.1 -0.1 -0.1 0.000
H 2.33497 2.66574 -3.53089 0.0 0.0 0.1 0.000
H 3.24532 1.39998 -2.72843 0.0 0.1 0.1 0.000
C 2.15178 -0.33475 -0.80283 -0.1 0.3 -0.7 0.001
C 2.43517 -1.27994 -1.95126 0.0 -0.3 0.0 0.000
H 1.79403 -0.90136 0.07577 0.0 0.1 -0.2 0.000
H 3.03649 0.24036 -0.51031 0.0 -0.1 0.0 0.000
H 1.53711 -1.83144 -2.26075 0.1 0.2 0.2 0.000
H 3.18989 -2.00137 -1.62129 -0.1 0.1 -0.1 0.000
H 2.84894 -0.75884 -2.82130 -0.1 -0.1 0.2 0.000
C -1.29117 -3.91387 -2.11213 0.0 0.3 -0.2 0.000
C -0.36004 -3.01909 -4.16655 -0.2 -0.1 0.4 0.000
C -0.34123 -4.51299 -1.09937 0.1 -0.1 0.0 0.000
H -1.60448 -4.67600 -2.84849 0.0 0.3 0.2 0.000
H -2.18767 -3.56279 -1.57775 0.3 -0.1 -0.3 0.000
H 0.61075 -4.79834 -1.56350 -0.2 0.0 0.2 0.000
H -0.81220 -5.40825 -0.67789 0.2 0.1 0.0 0.000
H -0.16216 -3.81051 -0.27504 0.1 -0.1 -0.2 0.000
C 0.71165 -4.07943 -4.31767 0.1 -0.1 -0.1 0.000
H -0.01253 -2.05903 -4.57188 -0.1 -0.1 0.2 0.000
H -1.25973 -3.31634 -4.72996 0.2 0.1 0.1 0.000
H 1.57259 -3.88548 -3.66823 -0.1 0.0 -0.1 0.000
H 1.06183 -4.09327 -5.35303 0.0 -0.1 0.1 0.000
H 0.31407 -5.07453 -4.09188 0.1 0.1 0.0 0.000
H -0.92243 -0.51835 -2.05217 -0.7 0.1 0.2 0.000
N 1.57279 2.29019 2.27515 0.2 -0.4 0.4 -0.014
C 1.31016 2.69910 3.53506 0.0 0.1 -0.7 0.003
C 0.18315 2.27728 4.24954 0.3 0.1 0.1 -0.002
C -0.67522 1.22749 3.90476 -0.4 -0.5 -0.6 0.000
C 2.25984 3.66121 4.20475 -0.1 0.1 0.3 0.000
H 2.55549 4.47901 3.53522 -0.1 -0.3 0.1 0.000
H 3.16975 3.15304 4.54743 -0.1 0.1 -0.2 0.000
H 1.78588 4.08736 5.09561 0.1 -0.1 -0.2 0.000
C -1.57355 0.65000 4.95338 0.0 0.2 0.6 0.000
H -1.44641 -0.44127 5.01854 -0.1 0.3 -0.1 0.000
H -2.62905 0.86377 4.72947 0.3 -0.1 0.1 0.000
H -1.31556 1.09850 5.91971 -0.2 -0.2 -0.2 0.000
N -0.71870 0.68913 2.68235 0.1 -0.2 0.1 -0.014
C 2.89582 2.45169 1.71803 -0.1 0.7 0.4 -0.002
C 3.15988 3.53321 0.84641 0.1 -0.6 0.3 -0.002
C 2.11328 4.56444 0.54227 -0.1 0.5 -0.1 0.001
C 4.44555 3.64769 0.31992 0.3 -0.1 -0.1 0.000
H 4.67516 4.46887 -0.36418 -0.1 -0.2 0.2 0.000
C 5.44860 2.74784 0.68010 -0.1 0.0 -0.1 0.000
H 6.45105 2.84785 0.26370 -0.3 0.0 0.1 0.000
C 5.17924 1.72461 1.58475 0.1 0.0 -0.1 0.000
H 5.96723 1.04952 1.91160 -0.1 0.1 -0.1 0.000
C 3.91021 1.56205 2.12242 -0.4 0.4 -0.2 0.001
C 3.65087 0.51776 3.16507 0.3 -0.6 0.2 0.000
C -1.54895 -0.44708 2.34940 -0.1 0.0 0.5 -0.001
C -2.88377 -0.23777 1.94027 0.5 -0.1 0.0 -0.002
C -3.43467 1.15587 1.86114 -0.5 0.2 -0.1 0.001
C -3.65856 -1.35051 1.60821 0.0 0.1 0.0 -0.001
H -4.69814 -1.18661 1.30761 0.4 -0.1 0.1 0.000
C -3.12339 -2.63529 1.66908 0.1 -0.1 0.0 0.000
H -3.74019 -3.49992 1.41151 0.2 0.3 0.1 0.000
C -1.79652 -2.82726 2.06066 -0.1 0.2 0.0 0.000
H -1.36339 -3.82407 2.11955 -0.2 0.1 0.0 0.000
C -0.99335 -1.74150 2.41619 -0.4 0.3 -0.3 0.000
C 0.42825 -1.95959 2.84184 0.3 -0.3 0.3 0.002
Tm 0.26085 1.27501 0.82105 -0.6 0.8 0.5 2.048
H 1.58938 4.35664 -0.40188 0.0 0.1 0.2 0.000
H 2.58494 5.55256 0.43798 -0.1 -0.3 -0.1 0.000
H 1.35690 4.64560 1.33115 0.1 -0.1 -0.3 0.000
H 2.71452 -0.04083 3.02361 0.2 0.3 0.0 0.000
H 3.63330 0.94059 4.18052 -0.1 0.0 -0.3 0.000
H 4.47585 -0.20529 3.14353 -0.2 0.1 0.1 0.000
H -4.46080 1.11799 1.47503 0.2 0.1 0.1 0.000
H -2.86158 1.82163 1.19721 -0.2 -0.3 0.2 0.000
H -3.46646 1.64448 2.84496 0.0 -0.1 -0.2 0.000
H 0.73557 -1.32711 3.68752 -0.1 -0.1 -0.3 0.000
H 1.14490 -1.80040 2.01668 -0.2 0.0 0.2 0.000
H 0.54766 -3.00510 3.15612 0.1 0.3 -0.1 0.000
H 0.04008 2.72459 5.23096 0.1 -0.2 -0.2 0.000
C -1.91900 -0.35246 -1.59691 0.6 -0.2 0.0 0.001
Si -3.33087 -0.59264 -2.83354 -0.6 -0.1 -0.2 0.000
H -2.00386 -1.04346 -0.74986 -0.1 0.0 0.0 -0.001
H -1.99386 0.66769 -1.19547 0.0 0.1 -0.1 -0.001
C -2.82808 -0.02489 -4.55410 0.2 0.2 0.0 0.000
C -4.79408 0.39011 -2.17607 0.0 0.2 0.0 0.000
C -3.99820 -2.34081 -3.01611 0.2 -0.3 0.0 0.000
H -4.72803 -2.37989 -3.83910 0.1 0.2 0.3 0.000
H -4.50466 -2.66390 -2.09630 0.1 0.0 -0.2 0.000
H -3.21643 -3.07098 -3.25516 -0.3 0.2 0.0 0.000
H -2.62049 1.05719 -4.56458 0.0 -0.3 -0.1 0.000
H -3.64084 -0.22236 -5.27202 0.3 0.1 0.2 0.000
H -1.92911 -0.55331 -4.91078 -0.3 0.2 0.1 0.000
H -4.47117 1.33355 -1.71408 -0.2 -0.1 -0.1 0.000
H -5.34072 -0.19789 -1.42215 0.2 0.2 -0.2 0.000
H -5.49692 0.62374 -2.98965 0.1 0.0 0.3 0.000
N -1.59452 4.18108 0.21934 1.2 -2.1 0.3 0.000
C -0.99925 3.17732 0.38066 -1.2 2.1 -0.6 0.000
```
Forces are in eV/Å.

***

(3)
The following is a DFT calculation (ωB97M-V with the def2-TZVPD basis set) of a molecular structure, C30H17Cl3N4O13W at a distorted geometry.

For the HOMO-LUMO gap, the calculation gives 6.84 eV. For the HOMO energy, the calculation gives -0.32395 Eh. For the LUMO energy, the calculation gives -1.98 eV. Its energy relative to the best compared isomer or geometry (same formula, charge and spin) is 31.3 kcal/mol. As for the multiplicity: 1.

Structure (XYZ):
```
68
Properties=species:S:1:pos:R:3:forces:R:3:nbo_charge:R:1
W 0.02366 0.58247 0.09163 0.2 0.3 -1.3 2.497
O -1.63914 3.73867 -5.35827 -0.2 0.2 -0.2 -0.633
C -1.30584 3.03967 -4.27097 0.3 -0.6 0.6 0.375
C -0.45584 1.93187 -4.32317 -0.1 0.1 0.2 -0.293
C -0.13644 1.28647 -3.14667 0.2 -0.4 0.4 0.132
N -0.60394 1.66337 -1.95727 0.0 0.2 -0.3 -0.421
C -1.46814 2.68337 -1.90557 0.1 -0.4 0.4 0.134
C -1.84574 3.39997 -3.02487 0.2 -0.1 0.0 -0.262
C -2.03114 2.83047 -0.48787 0.1 0.7 -1.2 0.785
O -2.75614 3.73597 -0.16827 0.2 -0.5 0.1 -0.540
O -1.64324 1.82677 0.24903 0.6 -1.2 1.0 -0.701
C 0.71266 0.02457 -3.04087 -0.6 1.2 -0.5 0.782
O 1.17426 -0.50703 -4.02477 0.1 -0.1 0.3 -0.591
O 0.81356 -0.33543 -1.81307 -0.1 -0.3 1.0 -0.695
H -1.20164 3.39217 -6.14957 -0.1 0.0 0.2 0.494
H -0.04484 1.55957 -5.25107 0.1 -0.1 0.0 0.248
H -2.53974 4.22027 -2.94067 -0.1 0.1 0.1 0.260
O 0.96466 0.73577 1.77673 -0.1 0.5 -0.3 -0.661
C 1.02006 0.50217 3.07363 -0.8 -0.4 0.9 0.467
C 2.20436 0.71807 3.79523 -0.1 0.1 -0.6 -0.269
C 2.26406 0.44247 5.14413 -0.2 -0.1 -0.2 -0.152
C 1.14136 -0.02403 5.82773 0.0 0.1 0.1 -0.242
C -0.04344 -0.20103 5.15493 0.0 0.0 -0.3 -0.127
C -0.12154 0.02307 3.77003 0.8 0.4 -0.3 -0.226
C -1.29604 -0.28463 3.02753 0.4 0.1 -0.7 0.215
N -1.33714 -0.28003 1.72573 -0.3 0.5 -0.8 -0.289
N -2.54964 -0.67483 1.20463 -0.3 -0.3 -0.7 -0.350
C -2.52214 -0.75733 -0.09127 -0.2 0.0 1.8 0.565
O -1.40434 -0.54383 -0.74767 0.6 0.4 0.1 -0.684
C -3.75774 -1.08523 -0.81367 -0.1 -0.1 -0.4 -0.060
C -3.76924 -1.07433 -2.20797 0.2 0.1 0.2 -0.182
C -4.93444 -1.35723 -2.89677 -0.1 0.0 0.0 -0.217
C -6.09384 -1.66073 -2.20057 0.1 0.0 -0.1 -0.188
C -6.08914 -1.66633 -0.81377 0.0 0.0 0.1 -0.201
C -4.93124 -1.37913 -0.11657 0.2 0.1 -0.1 -0.181
H 3.06326 1.08727 3.25343 0.1 0.0 0.0 0.233
H 3.19416 0.58307 5.67423 0.1 0.0 0.0 0.223
H 1.21196 -0.24083 6.88173 -0.1 0.0 0.1 0.223
H -0.92214 -0.53813 5.68293 -0.1 -0.1 0.0 0.218
H -2.19474 -0.59173 3.56303 0.1 0.0 -0.3 0.227
H -2.85514 -0.83253 -2.73067 0.0 0.0 -0.1 0.225
H -4.94114 -1.33663 -3.97597 0.0 0.0 -0.1 0.218
H -7.00134 -1.89283 -2.73847 -0.1 0.0 0.0 0.217
H -6.99714 -1.88913 -0.27567 -0.1 0.0 0.1 0.217
H -4.91474 -1.36653 0.96063 0.0 0.0 0.1 0.236
Cl 2.02536 4.70907 2.79433 0.2 0.1 0.2 0.055
C 1.40466 4.57677 1.15743 -0.2 0.2 -0.2 -0.205
Cl 0.18296 5.83267 0.86243 0.1 0.1 0.0 0.046
Cl 2.70776 4.71927 -0.00267 0.3 0.1 -0.2 0.052
C 0.65206 3.24467 1.02703 -1.2 0.0 1.8 0.732
O -0.12154 2.93067 1.91313 0.7 1.0 -0.1 -0.590
O 0.86586 2.56217 -0.03317 -0.1 -1.7 -0.8 -0.699
O 2.36166 0.30657 -0.12487 -0.9 -0.3 0.0 -0.590
C 2.16316 -0.91683 0.07603 1.1 -0.3 0.1 0.798
O 1.00156 -1.32243 0.41823 -0.6 0.5 -0.3 -0.654
C 3.25046 -1.92213 -0.07227 0.1 -0.2 0.0 -0.099
C 4.48186 -1.59513 -0.64227 -0.3 0.0 0.2 -0.132
C 5.44736 -2.57553 -0.81957 0.0 0.1 0.1 -0.221
C 5.20646 -3.88043 -0.42557 -0.2 -0.2 0.1 -0.146
C 3.97746 -4.19403 0.14353 0.2 1.2 -0.3 -0.003
C 2.99656 -3.23173 0.31943 0.0 0.0 0.0 -0.141
N 3.70586 -5.54793 0.57133 -0.1 -0.3 0.1 0.532
O 4.57026 -6.37623 0.39293 0.2 -0.3 0.0 -0.373
O 2.63136 -5.75973 1.08533 -0.3 -0.2 0.2 -0.370
H 4.66966 -0.57693 -0.94657 0.0 0.1 0.0 0.239
H 6.39706 -2.31933 -1.26457 0.0 0.0 0.0 0.227
H 5.94556 -4.65903 -0.55447 0.0 0.0 0.0 0.250
H 2.03636 -3.49243 0.74013 0.1 -0.1 0.0 0.267
```
Forces are in eV/Å.